(a)
DFT (the ωB97M-V functional and the def2-TZVPD basis) results for 15 unconnected molecules or ions with the total composition H30O15.

Properties
LUMO: -0.024 Ha
Gap between HOMO and LUMO: 9.674 eV

Geometry (Å):
O (-1.33624, 1.68616, 2.07678)
O (-2.07741, -1.19702, -1.29188)
O (-0.62438, -2.85774, 0.41137)
O (-0.50118, -0.03810, -3.52969)
O (0.78763, -2.15580, -2.30504)
O (0.11630, 0.29134, -0.04056)
O (1.95190, -1.42380, 1.31655)
O (1.11864, 1.77748, -2.03253)
O (2.62910, 2.41199, 0.79370)
O (2.89510, -0.47563, -1.45655)
O (0.23248, -0.33987, 3.54731)
O (-1.87118, -1.03396, 1.69768)
O (-4.15376, 0.47281, -1.62531)
O (-1.41175, 2.77870, -0.26325)
O (2.63450, 0.58615, 3.17768)
H (0.28705, -1.06509, 4.13860)
H (1.50205, -2.39671, -2.89219)
H (-0.90962, -2.96196, -0.46619)
H (-1.67522, -1.95770, 1.40415)
H (-1.72668, 2.38463, -1.04321)
H (-2.25482, -1.69935, -2.10863)
H (-0.13613, 0.58012, 0.82233)
H (-4.35840, 0.12577, -2.51470)
H (2.23048, 1.05715, 2.45593)
H (1.64614, -0.72366, 0.73963)
H (2.86399, -1.14563, 1.43129)
H (2.20707, -1.09446, -1.53559)
H (-2.53087, -1.79573, -0.62523)
H (-1.28917, 0.46315, -3.27877)
H (-0.64270, 2.14345, 2.55034)
H (1.15484, -0.10945, 3.39946)
H (-1.81011, 1.07689, 2.62161)
H (0.95588, 1.33734, -2.87546)
H (-3.33992, 0.02140, -1.46869)
H (2.49145, 0.41996, -1.42250)
H (2.75671, 2.99134, 1.53983)
H (-1.12751, -0.73772, 2.20198)
H (-1.53998, 2.17756, 0.44289)
H (3.48830, 1.02757, 3.35257)
H (1.74654, 2.68508, 0.46268)
H (0.47738, -1.30995, -2.62579)
H (0.57520, 1.29525, -1.43374)
H (0.07067, -2.20535, 0.37065)
H (-0.61821, -0.17332, -0.48429)
H (-0.88414, -0.89331, -3.63522)

Results of the natural (NBO) charge analysis, in e, for atoms 1 through 2: -0.9671 -0.9620


(b)
DFT (the ωB97M-V functional and the def2-TZVPD basis) results for 15 unconnected molecules or ions with the total composition H30O15.

Properties
LUMO: -0.024 Ha
Gap between HOMO and LUMO: 9.423 eV

Geometry (Å):
O (-2.87576, 0.96806, 0.33209)
O (2.26334, 2.54342, -0.63490)
O (-2.70549, 1.93290, -2.66552)
O (-1.17228, -0.26551, -2.23834)
O (-0.16250, -0.35432, 2.79223)
O (2.83152, 0.55915, 1.89357)
O (-0.23188, -2.78275, -0.24925)
O (-2.32075, -1.50567, 1.26362)
O (-1.05743, 2.77897, -0.45831)
O (2.21982, -2.91175, 0.39952)
O (1.53652, 1.09481, -3.34997)
O (2.73793, -0.66913, -1.42116)
O (0.65296, 2.34642, 1.77790)
O (0.26866, -0.13696, 0.03015)
O (-0.25135, -3.14770, 2.80460)
H (2.07382, 1.18196, 1.97288)
H (2.15676, 1.00025, -4.06180)
H (-2.42514, -0.54116, 1.12870)
H (-2.05670, 1.21429, -2.51017)
H (-2.59093, 2.31731, -3.55968)
H (1.06607, 3.20410, 1.93454)
H (1.75576, 0.44133, -2.69976)
H (2.53319, -0.30057, 2.14350)
H (0.21718, -0.01813, 1.97824)
H (3.36422, -1.10943, -0.82904)
H (2.45357, -3.45687, -0.37968)
H (-1.93215, -0.82927, -2.04976)
H (-1.80841, 2.19674, -0.27186)
H (1.37071, 2.54073, -0.28345)
H (-3.19397, -1.89023, 1.44113)
H (-1.22414, -3.19853, 2.85747)
H (-0.06923, -2.20568, 2.81046)
H (-0.39137, 0.16142, -0.65412)
H (2.73112, 2.97545, 0.06128)
H (0.05038, 2.35550, 1.03368)
H (1.33950, -2.84602, 0.11972)
H (-3.26725, 1.24000, 1.16068)
H (-3.54571, 0.40668, -0.08948)
H (-1.05081, 2.87268, -1.38565)
H (-0.91180, -2.64725, 0.41664)
H (2.19211, -0.31494, -0.72115)
H (0.15695, -1.11778, 0.05744)
H (0.28193, 0.09379, 3.53582)
H (-0.56007, -3.25509, -1.03662)
H (-0.44890, -0.92119, -2.39618)

Results of the natural (NBO) charge analysis, in e, for atoms 1 through 2: -0.9378 -0.9224


Which of them is most stable? Easy: (b).


(a)
DFT (the ωB97M-V functional and the def2-TZVPD basis) results for a single C4H9N molecule.

Properties
SMILES: CC1CNC1
LUMO: 0.045 Ha
Gap between HOMO and LUMO: 9.759 eV

Geometry (Å):
N (1.53261, 0.09844, 0.09107)
C (-1.84854, -0.03091, 0.19368)
C (0.46109, 1.07050, -0.05207)
C (-0.51998, -0.10085, -0.43732)
C (0.63561, -1.01185, -0.01702)
H (-1.73727, -0.11350, 1.36004)
H (0.70462, 1.86180, -0.77682)
H (-2.32421, 0.93610, 0.19209)
H (2.21168, 0.03686, 0.87650)
H (-0.78764, -0.20930, -1.52949)
H (-2.55068, -0.79626, -0.11254)
H (0.86805, -1.82756, -0.65513)
H (0.50690, -1.69277, 0.98779)
H (0.01122, 1.55409, 0.89649)

Results of the natural (NBO) charge analysis, in e, for atoms 1 through 2: -0.6382 -0.6044


(b)
DFT (the ωB97M-V functional and the def2-TZVPD basis) results for 2 unconnected molecules or ions with the total composition C4H9N.

Properties
SMILES: CN1C=C1.C
LUMO: 0.040 Ha
Gap between HOMO and LUMO: 9.262 eV

Geometry (Å):
N (0.68287, -0.38430, -0.21723)
C (0.33628, -0.81652, 1.17263)
C (2.06043, 0.05716, -0.42420)
C (-2.17457, 0.05477, -0.56604)
C (0.01770, 0.37603, 0.83316)
H (-0.24734, 1.40024, 1.00546)
H (-2.45746, -0.38653, -1.51522)
H (2.52433, 0.53079, 0.45748)
H (-1.73393, 1.03806, -0.78495)
H (2.65362, -0.81218, -0.71758)
H (-1.50102, -0.65807, -0.08981)
H (-3.02592, 0.20493, 0.09754)
H (0.75236, -1.38766, 1.96849)
H (2.05019, 0.77377, -1.25252)

Results of the natural (NBO) charge analysis, in e, for atoms 1 through 2: -0.4478 -0.1199


Which of them is most stable? Easy: (a).


(a)
DFT (the ωB97M-V functional and the def2-TZVPD basis) results for a single C4H9N molecule.

Properties
SMILES: C[C@H]1CN1C
LUMO: 0.044 Ha
Gap between HOMO and LUMO: 10.074 eV

Geometry (Å):
N (0.87709, 0.38128, 0.57480)
C (0.09223, -0.67505, 1.16994)
C (1.60166, -0.06563, -0.59623)
C (-1.49953, 0.39308, -0.61141)
C (-0.57588, 0.51982, 0.58039)
H (0.07697, -1.57441, 0.53585)
H (-0.87528, 1.33036, 1.24792)
H (1.17587, -1.00939, -0.99118)
H (-1.50945, 1.30688, -1.21748)
H (0.21635, -0.85632, 2.23581)
H (-1.23559, -0.45480, -1.24997)
H (-2.52353, 0.24029, -0.24472)
H (2.63320, -0.27357, -0.28828)
H (1.63130, 0.71601, -1.35979)

Results of the natural (NBO) charge analysis, in e, for atoms 1 through 2: -0.4026 -0.2582


(b)
DFT (the ωB97M-V functional and the def2-TZVPD basis) results for a single C4H9N molecule.

Properties
SMILES: C[C@@H]1CCN1
LUMO: 0.043 Ha
Gap between HOMO and LUMO: 9.625 eV

Geometry (Å):
N (1.10329, -0.62094, -0.16273)
C (0.11966, 0.28984, -0.65177)
C (0.18164, -1.50309, 0.48354)
C (-0.00017, 1.59570, 0.03953)
C (-0.95619, -0.71817, -0.24385)
H (-1.52134, -1.24189, -1.05471)
H (-0.04337, 1.50400, 1.11573)
H (0.90251, 2.28011, -0.20856)
H (0.23302, 0.41300, -1.77695)
H (0.42506, -2.57646, 0.28251)
H (-0.92318, 2.17237, -0.16934)
H (0.21301, -1.25702, 1.56804)
H (1.87914, -0.23447, 0.42812)
H (-1.61308, -0.10299, 0.35043)

Results of the natural (NBO) charge analysis, in e, for atoms 1 through 2: -0.6224 -0.0498


(c)
DFT (the ωB97M-V functional and the def2-TZVPD basis) results for a single C4H9N molecule.

Properties
SMILES: C=CNCC
LUMO: 0.026 Ha
Gap between HOMO and LUMO: 7.283 eV

Geometry (Å):
N (-0.14139, -0.78403, 0.38833)
C (-0.31435, 1.64794, 0.87081)
C (0.42589, -0.70396, -0.85905)
C (1.33728, -1.57199, -1.37804)
C (-1.06447, 0.29106, 0.76770)
H (0.07946, 0.25511, -1.31283)
H (0.73620, 1.43107, 0.80344)
H (-0.52777, 2.20966, 1.79082)
H (1.11392, -2.25991, -2.18427)
H (-1.74524, 0.31755, -0.09290)
H (-1.73401, 0.08296, 1.60139)
H (-0.02136, -1.74746, 0.66624)
H (2.41099, -1.58104, -1.18726)
H (-0.55516, 2.41304, 0.12563)

Results of the natural (NBO) charge analysis, in e, for atoms 1 through 2: -0.5713 -0.6365


(d)
DFT (the ωB97M-V functional and the def2-TZVPD basis) results for a molecular structure, C4H9N.

Properties
LUMO: 0.045 Ha
Gap between HOMO and LUMO: 10.824 eV

Geometry (Å):
N (-1.97425, -0.17909, 0.06919)
C (1.58811, -0.04322, 0.08395)
C (0.39555, -0.99696, -0.04947)
C (0.37760, 0.94193, -0.22077)
C (-0.57047, -0.00757, 0.44082)
H (-0.46107, -0.04337, 1.53062)
H (0.28396, 1.97432, 0.41400)
H (2.39584, -0.07614, -0.57610)
H (1.93554, 0.23199, 1.14522)
H (-2.37836, 0.88254, 0.11659)
H (-1.91051, -0.34494, -0.94271)
H (-0.16797, 0.86527, -1.21303)
H (0.48839, -2.05919, 0.37306)
H (-0.00237, -1.14559, -1.17136)

Results of the natural (NBO) charge analysis, in e, for atoms 1 through 2: -0.7915 -0.4128


Which of them is most stable? Easy: (a).


(a)
DFT (the ωB97M-V functional and the def2-TZVPD basis) results for a single C4H9N molecule.

Properties
SMILES: CC1(N)CC1
LUMO: 0.040 Ha
Gap between HOMO and LUMO: 9.907 eV

Geometry (Å):
N (1.04340, -1.35350, 0.14298)
C (-1.15619, -0.11431, -0.67576)
C (0.23883, -0.15275, 0.04936)
C (-0.96523, -0.11862, 0.85154)
C (0.92251, 1.14046, -0.02860)
H (1.74193, -1.28704, -0.65422)
H (1.51293, 1.27133, 0.92479)
H (-1.36925, 0.85535, -1.14176)
H (-1.72209, -0.97163, -1.32289)
H (1.68358, 1.30888, -0.79134)
H (-1.16224, 0.77597, 1.43615)
H (0.11194, 1.84544, 0.03254)
H (-1.22053, -0.99350, 1.37723)
H (0.34043, -2.20607, -0.20003)

Results of the natural (NBO) charge analysis, in e, for atoms 1 through 2: -0.7987 -0.4660


(b)
DFT (the ωB97M-V functional and the def2-TZVPD basis) results for a single C4H9N molecule.

Properties
SMILES: C[C@@H]1CCN1
LUMO: 0.043 Ha
Gap between HOMO and LUMO: 10.049 eV

Geometry (Å):
N (-0.68997, -1.07695, -0.38279)
C (-0.64226, 1.00413, -0.25733)
C (1.60404, -0.07994, 0.26285)
C (0.39350, -0.15845, -0.63720)
C (-1.53897, -0.16738, 0.31067)
H (0.73920, -0.23044, -1.70882)
H (-1.23888, 1.41488, -0.99996)
H (-2.61846, -0.07958, 0.09136)
H (-0.26758, -1.79881, 0.14317)
H (2.00937, -1.20103, 0.40865)
H (0.02385, 1.69442, 0.36384)
H (-1.56084, -0.27347, 1.36909)
H (1.36554, 0.40009, 1.33019)
H (2.42146, 0.55255, -0.29370)

Results of the natural (NBO) charge analysis, in e, for atoms 1 through 2: -0.6130 -0.4110


(c)
DFT (the ωB97M-V functional and the def2-TZVPD basis) results for a single C4H9N molecule.

Properties
SMILES: C=C(C)CN
LUMO: 0.037 Ha
Gap between HOMO and LUMO: 9.914 eV

Geometry (Å):
N (-2.14051, 0.16499, -0.13481)
C (0.52806, 0.19098, 0.06300)
C (1.67421, -0.60715, -0.03236)
C (0.57159, 1.51700, -0.03018)
C (-0.86613, -0.51852, 0.07264)
H (1.51554, 2.15576, -0.17745)
H (1.80180, -1.00273, 1.01227)
H (2.64408, -0.12376, -0.17074)
H (-2.48102, 0.63132, 0.71031)
H (-0.49586, -0.98564, -0.87358)
H (-1.04718, -1.38735, 0.66132)
H (-2.93395, -0.53983, -0.30367)
H (1.65782, -1.50005, -0.81059)
H (-0.42844, 2.00497, 0.01383)

Results of the natural (NBO) charge analysis, in e, for atoms 1 through 2: -0.8393 -0.0166


Which of them is most stable? Easy: (a).


(a)
DFT (the ωB97M-V functional and the def2-TZVPD basis) results for 2 unconnected molecules or ions with the total composition C4H9N.

Properties
SMILES: C=CC.C=N
LUMO: 0.043 Ha
Gap between HOMO and LUMO: 10.528 eV

Geometry (Å):
N (-2.61479, 0.23116, -0.75854)
C (-2.12030, 0.10915, 0.41438)
C (1.45795, 0.43585, -1.04583)
C (1.77864, -1.04828, 1.05758)
C (1.50963, 0.16899, 0.43524)
H (2.17725, -1.15782, 2.07448)
H (-2.38625, 0.79183, 1.23833)
H (-3.30194, 0.96814, -0.82753)
H (-1.50805, -0.76264, 0.66579)
H (1.42697, 1.11022, 0.92545)
H (1.75235, -1.98985, 0.39365)
H (2.30953, 1.13946, -1.34509)
H (0.46298, 0.83398, -1.37664)
H (1.61513, -0.54564, -1.60687)

Results of the natural (NBO) charge analysis, in e, for atoms 1 through 2: -0.6039 -0.0475


(b)
DFT (the ωB97M-V functional and the def2-TZVPD basis) results for a single C4H9N molecule.

Properties
SMILES: CC[C@@H]1CN1
LUMO: 0.042 Ha
Gap between HOMO and LUMO: 9.872 eV

Geometry (Å):
N (-1.78550, 0.58752, -0.30661)
C (1.72451, -0.25232, 0.16335)
C (0.78098, 0.86841, -0.00523)
C (-1.42754, -0.65148, -0.63548)
C (-0.50819, 0.28707, 0.34654)
H (0.80822, 1.22570, -1.08298)
H (0.98593, 1.66138, 0.81221)
H (-2.65400, 0.40983, 0.02997)
H (-1.92127, -1.43917, -0.09033)
H (2.90909, 0.17283, 0.55232)
H (-1.20709, -0.91617, -1.74148)
H (1.67008, -1.22331, -0.61895)
H (1.50515, -0.92061, 1.28842)
H (-0.88037, 0.19033, 1.28825)

Results of the natural (NBO) charge analysis, in e, for atoms 1 through 2: -0.6522 -0.6056


(c)
DFT (the ωB97M-V functional and the def2-TZVPD basis) results for a molecular structure, C4H9N.

Properties
LUMO: 0.037 Ha
Gap between HOMO and LUMO: 9.457 eV

Geometry (Å):
N (-0.47253, 0.93007, -2.79655)
C (0.53366, 0.06947, 1.88914)
C (0.17938, -0.70907, 0.64493)
C (-0.88167, -0.29889, -0.17821)
C (-0.05314, 0.65137, -1.70743)
H (0.39875, -1.77180, 0.67497)
H (1.41523, -0.26542, -0.26894)
H (-0.16545, -0.14828, 2.70253)
H (-1.38136, 0.87220, -3.23175)
H (1.29585, 0.22214, -1.05682)
H (-1.40035, -1.05262, -0.76213)
H (0.49705, 1.14344, 1.69435)
H (-1.50514, 0.52501, 0.15787)
H (1.53973, -0.16760, 2.23803)

Results of the natural (NBO) charge analysis, in e, for atoms 1 through 2: -0.7124 -0.6333


Which of them is most stable? Easy: (a).


(a)
DFT (the ωB97M-V functional and the def2-TZVPD basis) results for a single C4H9N molecule.

Properties
SMILES: C=CCNC
LUMO: 0.046 Ha
Gap between HOMO and LUMO: 9.816 eV

Geometry (Å):
N (-0.62464, -0.58807, -0.51071)
C (0.00298, 0.18194, 0.56880)
C (0.53209, 1.49087, 0.00928)
C (-1.27657, -1.74303, 0.01675)
C (1.81758, 1.62930, -0.31911)
H (-1.89268, -2.42103, -0.58056)
H (-0.50637, -2.48810, 0.28048)
H (-1.78892, -1.57383, 0.97729)
H (-0.98575, 0.08590, -1.16960)
H (-0.17266, 2.07607, -0.57835)
H (0.90378, -0.32736, 0.94890)
H (2.66293, 0.96943, -0.19460)
H (-0.67741, 0.16733, 1.43442)
H (2.00565, 2.54058, -0.88299)

Results of the natural (NBO) charge analysis, in e, for atoms 1 through 2: -0.6392 -0.2539


(b)
DFT (the ωB97M-V functional and the def2-TZVPD basis) results for 2 unconnected molecules or ions with the total composition C4H9N.

Properties
SMILES: C=CC.C=N
LUMO: 0.030 Ha
Gap between HOMO and LUMO: 9.553 eV

Geometry (Å):
N (-3.52883, -5.10947, -0.92067)
C (1.99084, 2.65926, 0.63722)
C (0.60268, 2.59178, 1.19454)
C (2.23055, 3.34199, -0.47673)
C (-2.25705, -4.93628, -0.88544)
H (-3.87698, -6.02809, -0.75242)
H (0.26416, 1.52537, 1.14869)
H (2.80267, 2.08279, 1.08895)
H (1.47347, 3.27311, -1.23997)
H (-1.43164, -5.44864, -1.48172)
H (-1.86449, -3.95288, -0.64002)
H (3.15703, 3.95192, -0.60062)
H (-0.14405, 3.07922, 0.64381)
H (0.58166, 2.96993, 2.28436)

Results of the natural (NBO) charge analysis, in e, for atoms 1 through 2: -0.6254 -0.1695


Which of them is most stable? Easy: (a).